Entry 1:
A structure of composition C46H52BN9O2SSiTi, computed with ωB97M-V with the def2-TZVPD basis set.

Properties
Electronic energy, eV: -108539.9888
Molecular weight, g/mol: 881.81
Relative energy (zero: lowest compared OMol25 entry of this formula, charge and spin), eV: 0.000
Total charge: +3
HOMO level (spin up / spin down), eV: -15.260 / -15.260
2S+1: 2
LUMO (spin up / spin down), eV: -9.045 / -10.581

Each line ends with the Löwdin spin population.
Atoms and positions in Å:
1 Ti 0.128 0.122 0.322  0.00
2 C 2.996 -2.070 1.265  0.00
3 C 1.607 -2.598 1.148  0.00
4 C 1.215 -3.913 1.313  0.00
5 C -0.160 -3.917 1.134  0.00
6 N -0.563 -2.676 0.881  0.00
7 N 0.511 -1.831 0.899  0.00
8 B -2.008 -2.256 0.452  0.00
9 N -1.905 -1.748 -1.002  0.00
10 C -2.687 -2.000 -2.056  0.00
11 C -2.087 -1.484 -3.183  0.00
12 C -0.906 -0.899 -2.734  0.00
13 C 0.160 -0.356 -3.629  0.00
14 N -0.807 -1.028 -1.395  0.00
15 N -2.431 -1.026 1.304  0.00
16 C -3.570 -0.772 1.939  0.00
17 C -3.653 0.593 2.189  0.00
18 C -2.507 1.144 1.651  0.00
19 C -2.150 2.587 1.553  0.00
20 N -1.746 0.148 1.121  0.00
21 N -2.917 -3.417 0.631  0.00
22 C -3.158 -4.495 -0.173  0.00
23 C -3.742 -5.462 0.589  0.00
24 C -3.815 -4.912 1.893  0.00
25 C -4.361 -5.552 3.128  0.00
26 N -3.303 -3.696 1.919  0.00
27 H 3.504 -2.563 2.093  0.00
28 H 3.569 -2.292 0.363  0.00
29 H 3.015 -1.000 1.442  0.00
30 H 1.847 -4.755 1.542  0.00
31 H -0.874 -4.726 1.183  0.00
32 H -3.618 -2.531 -1.941  0.00
33 H -2.437 -1.548 -4.199  0.00
34 H 0.594 -1.182 -4.196  0.00
35 H -0.257 0.345 -4.351  0.00
36 H 0.962 0.137 -3.091  0.00
37 H -4.242 -1.582 2.171  0.00
38 H -4.459 1.118 2.675  0.00
39 H -2.407 3.110 2.473  0.00
40 H -1.094 2.737 1.358  0.00
41 H -2.715 3.045 0.738  0.00
42 H -2.881 -4.511 -1.215  0.00
43 H -4.088 -6.429 0.264  0.00
44 H -5.108 -6.302 2.875  0.00
45 H -3.568 -6.049 3.688  0.00
46 H -4.820 -4.809 3.778  0.00
47 O -0.132 1.728 -0.691  0.00
48 S 0.060 2.449 -2.069  0.00
49 C -0.776 3.983 -1.893  0.00
50 C -1.520 4.374 -2.999  0.00
51 C -2.149 5.612 -2.967  0.00
52 C -2.046 6.409 -1.837  0.00
53 C -1.307 5.989 -0.731  0.00
54 C -0.653 4.772 -0.754  0.00
55 C 1.765 2.943 -2.062  0.00
56 C 2.474 3.125 -0.882  0.00
57 C 3.784 3.567 -0.961  0.00
58 C 4.361 3.831 -2.201  0.00
59 C 3.637 3.639 -3.370  0.00
60 C 2.326 3.181 -3.309  0.00
61 H -1.621 3.729 -3.865  0.00
62 H -2.731 5.942 -3.817  0.00
63 H -2.548 7.367 -1.812  0.00
64 H -1.240 6.620 0.145  0.00
65 H -0.058 4.447 0.092  0.00
66 H 2.014 2.912 0.074  0.00
67 H 4.355 3.718 -0.053  0.00
68 H 5.379 4.194 -2.254  0.00
69 H 4.089 3.847 -4.332  0.00
70 H 1.757 3.028 -4.220  0.00
71 C 4.172 -0.316 -2.242  0.00
72 C 2.967 -0.208 -1.437  0.00
73 N 2.007 -0.094 -0.826  0.00
74 H 4.545 0.688 -2.448  0.00
75 H 3.933 -0.822 -3.178  0.00
76 H 4.926 -0.889 -1.704  0.00
77 C 1.379 0.708 6.011  0.06
78 C 0.962 0.062 4.720  0.37
79 C 1.827 -1.092 4.301  0.06
80 C -0.512 -0.152 4.497  0.07
81 Si 1.405 1.579 3.183  0.16
82 O 0.921 0.907 1.751  0.03
83 C 0.471 3.111 3.598  0.04
84 C -0.491 3.354 4.578  0.00
85 C -1.025 4.625 4.744  0.00
86 C -0.603 5.670 3.935  0.00
87 C 0.364 5.449 2.962  0.00
88 C 0.902 4.182 2.800  0.01
89 C 3.211 1.811 3.255  0.03
90 C 3.745 2.517 4.343  0.02
91 C 5.103 2.777 4.415  0.00
92 C 5.943 2.341 3.397  0.02
93 C 5.426 1.663 2.299  0.00
94 C 4.069 1.395 2.229  0.01
95 H 0.994 0.048 6.802  0.03
96 H 0.948 1.691 6.194  0.01
97 H 2.462 0.758 6.114  0.00
98 H 1.695 -1.854 5.084  0.03
99 H 2.888 -0.843 4.270  0.00
100 H 1.502 -1.530 3.362  0.00
101 H -0.794 -0.938 5.215  0.03
102 H -0.734 -0.539 3.504  0.00
103 H -1.138 0.713 4.707  0.00
104 H -0.852 2.566 5.225  0.00
105 H -1.766 4.799 5.512  0.00
106 H -1.014 6.662 4.075  0.00
107 H 0.720 6.270 2.351  0.00
108 H 1.688 4.041 2.062  0.00
109 H 3.096 2.886 5.132  0.00
110 H 5.508 3.322 5.257  0.00
111 H 7.006 2.540 3.457  0.00
112 H 6.087 1.348 1.501  0.00
113 H 3.669 0.893 1.357  0.00

***

Entry 2:
A structure of composition C46H53N5O2PRbSSi3 at a distorted geometry, computed with ωB97M-V with the def2-TZVPD basis set.

Properties
Electronic energy, eV: -104526.0635
Molecular weight, g/mol: 940.73
Relative energy (zero: lowest compared OMol25 entry of this formula, charge and spin), eV: 0.865
Total charge: -2
HOMO level, eV: -1.784
LUMO, eV: 3.625

Each line ends with the Löwdin charge.
Atoms and positions in Å:
1 Rb 0.286 0.000 -0.980  0.55
2 N 0.374 3.490 3.151  0.03
3 C 0.142 2.493 2.217  -0.92
4 S 0.816 2.731 0.682  0.53
5 N -0.640 1.540 2.732  -0.06
6 N -0.691 0.358 2.090  0.05
7 C -1.546 -0.502 2.525  -0.22
8 C -2.616 -0.366 3.558  -0.13
9 C -3.522 -1.429 3.711  -0.05
10 C -4.556 -1.387 4.631  -0.11
11 C -4.729 -0.274 5.441  -0.12
12 C -3.852 0.792 5.303  -0.10
13 C -2.814 0.756 4.378  -0.02
14 C -1.322 -1.910 2.038  -0.27
15 C -0.586 -2.773 2.855  -0.01
16 C -0.469 -4.105 2.510  -0.06
17 C -1.097 -4.550 1.356  -0.08
18 C -1.761 -3.619 0.579  -0.15
19 N -1.873 -2.327 0.897  0.13
20 H 0.607 4.383 2.753  0.05
21 H -0.259 3.489 3.936  0.07
22 H -3.428 -2.303 3.080  0.10
23 H -5.238 -2.227 4.705  0.09
24 H -5.540 -0.234 6.160  0.09
25 H -3.976 1.675 5.921  0.09
26 H -2.146 1.593 4.260  0.07
27 H -0.128 -2.382 3.755  0.12
28 H 0.103 -4.787 3.128  0.10
29 H -1.040 -5.584 1.046  0.10
30 H -2.233 -3.917 -0.354  0.10
31 O -0.882 0.251 -5.178  0.00
32 C -1.434 0.764 -4.200  -0.66
33 O -0.936 1.057 -3.069  -0.31
34 C -2.920 1.097 -4.273  -0.15
35 C -3.535 1.150 -5.518  -0.04
36 C -4.875 1.490 -5.630  -0.10
37 C -5.606 1.752 -4.479  -0.11
38 C -5.002 1.676 -3.232  -0.08
39 C -3.649 1.357 -3.099  -0.26
40 P -2.762 1.272 -1.454  1.09
41 C -2.343 3.071 -1.264  -0.35
42 C -2.025 3.874 -2.357  -0.07
43 C -1.691 5.213 -2.189  -0.09
44 C -1.664 5.774 -0.919  -0.11
45 C -1.944 4.977 0.181  -0.11
46 C -2.266 3.638 0.008  -0.16
47 C -4.290 1.250 -0.336  -0.36
48 C -4.595 -0.014 0.172  -0.11
49 C -5.707 -0.226 0.985  -0.10
50 C -6.537 0.833 1.320  -0.11
51 C -6.249 2.102 0.828  -0.10
52 C -5.145 2.302 0.010  -0.12
53 H -2.931 0.918 -6.387  0.11
54 H -5.349 1.545 -6.604  0.09
55 H -6.655 2.019 -4.550  0.09
56 H -5.603 1.860 -2.352  0.08
57 H -2.027 3.447 -3.352  0.10
58 H -1.446 5.815 -3.056  0.09
59 H -1.394 6.816 -0.785  0.09
60 H -1.881 5.387 1.183  0.10
61 H -2.433 3.019 0.882  0.10
62 H -3.923 -0.836 -0.042  0.07
63 H -5.905 -1.217 1.379  0.09
64 H -7.390 0.678 1.970  0.09
65 H -6.887 2.941 1.086  0.09
66 H -4.937 3.301 -0.357  0.10
67 C 3.579 0.992 2.318  -0.20
68 Si 4.583 0.761 0.728  0.33
69 C 6.368 0.498 1.348  -0.20
70 C 4.649 2.448 -0.113  -0.19
71 C 4.030 -0.561 -0.363  -0.47
72 Si 4.320 -0.352 -2.123  0.33
73 C 6.127 0.028 -2.581  -0.20
74 C 3.317 1.051 -2.926  -0.18
75 C 3.934 -1.907 -3.134  -0.19
76 Si 4.115 -2.187 0.324  0.39
77 C 5.803 -3.058 0.171  -0.19
78 C 3.675 -2.330 2.157  -0.18
79 C 2.935 -3.494 -0.455  -0.29
80 C 3.279 -4.853 -0.475  -0.08
81 C 2.437 -5.785 -1.059  -0.09
82 C 1.254 -5.346 -1.631  -0.09
83 C 0.963 -3.993 -1.551  -0.17
84 N 1.755 -3.092 -0.973  0.06
85 H 3.382 2.056 2.490  0.01
86 H 4.100 0.591 3.196  0.02
87 H 2.604 0.502 2.243  0.01
88 H 6.698 1.313 2.006  0.01
89 H 7.060 0.432 0.499  0.01
90 H 6.444 -0.443 1.910  0.01
91 H 5.102 3.180 0.568  0.02
92 H 3.640 2.796 -0.350  -0.01
93 H 5.236 2.434 -1.040  0.01
94 H 6.476 0.921 -2.047  0.00
95 H 6.248 0.204 -3.657  0.02
96 H 6.779 -0.806 -2.288  0.02
97 H 3.972 1.833 -3.327  0.02
98 H 2.666 1.537 -2.195  0.00
99 H 2.690 0.685 -3.746  0.03
100 H 4.357 -2.807 -2.671  0.01
101 H 4.348 -1.820 -4.146  0.02
102 H 2.853 -2.059 -3.219  0.02
103 H 6.587 -2.325 0.393  0.01
104 H 5.969 -3.410 -0.856  0.02
105 H 5.930 -3.909 0.852  0.01
106 H 4.340 -1.720 2.778  0.01
107 H 3.745 -3.371 2.493  0.02
108 H 2.651 -1.976 2.326  0.02
109 H 4.226 -5.165 -0.050  0.09
110 H 2.707 -6.835 -1.086  0.09
111 H 0.572 -6.028 -2.124  0.09
112 H 0.049 -3.610 -1.997  0.10